Below is an isolated ion of composition C16H30N3O2 and charge +1, with properties calculated with wB97M-V/def2-TZVPD.

Calculated values
multiplicity: 1
frontier orbital gap: 8.722 eV
total energy: -25638.42598 eV
relative energy (zero: lowest compared OMol25 entry of this formula, charge and spin): 0.612 eV
charge: +1
largest force on an atom: 0.9 eV Å⁻¹
SMILES string: CN1[C@@H]2CC[C@H]1C[C@H](OC(=O)CCN1CC[NH+](C)CC1)C2
HOMO level: -10.824 eV

```
51
Properties=species:S:1:pos:R:3:nbo_charge:R:1
C -3.4358 -1.9947 0.8783 -0.40
N -2.9596 -0.8062 0.2066 -0.46
C -3.8989 -0.2377 -0.7523 -0.04
H -4.3973 -1.0308 -1.3103 0.22
C -3.0905 0.6529 -1.7195 -0.43
C -1.6998 0.9309 -1.1586 0.09
C -1.7471 1.2738 0.3319 -0.42
H -0.7379 1.2030 0.7405 0.21
H -2.0706 2.3091 0.4332 0.22
C -2.7069 0.3279 1.0828 -0.06
H -2.2471 -0.0039 2.0164 0.21
C -4.0865 0.9823 1.3300 -0.44
H -4.0068 2.0603 1.4511 0.21
H -4.5313 0.5783 2.2386 0.22
C -4.8996 0.5866 0.0903 -0.44
H -5.2747 1.4482 -0.4567 0.22
H -5.7544 -0.0312 0.3620 0.22
H -1.2061 1.7420 -1.7085 0.21
O -0.9304 -0.2696 -1.3834 -0.46
C 0.3602 -0.2510 -1.2681 0.85
O 1.0187 0.7508 -0.9950 -0.69
C 0.9760 -1.6105 -1.4880 -0.51
H 0.2044 -2.2938 -1.8355 0.25
H 1.7606 -1.5296 -2.2414 0.23
C 1.5883 -2.1375 -0.1678 -0.19
N 2.6124 -1.2506 0.3013 -0.48
C 2.5332 -0.5897 1.5733 -0.21
C 3.2932 0.7513 1.4458 -0.23
N 3.4526 1.0556 0.0104 -0.41
H 2.4892 0.8634 -0.4350 0.51
C 3.8307 2.4470 -0.2430 -0.41
H 3.0585 3.1135 0.1350 0.23
H 3.9352 2.6116 -1.3134 0.23
H 4.7763 2.6803 0.2461 0.22
C 4.3928 0.0955 -0.6028 -0.23
C 3.9550 -1.3346 -0.1985 -0.23
H 4.6389 -1.7347 0.5649 0.19
H 3.9927 -1.9992 -1.0597 0.23
H 4.3557 0.2291 -1.6847 0.23
H 5.4064 0.3118 -0.2591 0.22
H 4.2825 0.6944 1.9049 0.22
H 2.7362 1.5572 1.9233 0.23
H 2.9723 -1.1837 2.3913 0.19
H 1.4838 -0.4103 1.8106 0.22
H 1.9782 -3.1459 -0.3451 0.21
H 0.8018 -2.2109 0.5844 0.22
H -2.9733 0.1565 -2.6826 0.23
H -3.5997 1.6007 -1.8872 0.22
H -4.3712 -1.8507 1.4327 0.17
H -2.6701 -2.3328 1.5764 0.20
H -3.5902 -2.7745 0.1341 0.21
```